A 7-piece molecular cluster, C4H22NO7 overall at a distorted geometry. Source: the OMol25 dataset; level of theory: the ωB97M-V functional and the def2-TZVPD basis.

Output
Kohn-Sham gap (alpha / beta): 3.121 / 6.576 eV
Expectation value of S²: 0.754
2S+1: 2
LUMO level (alpha / beta): -0.093 / -0.098 eV

```
34
Properties=species:S:1:pos:R:3:forces:R:3:mulliken_spin:R:1
C 0.8469 -0.8288 1.6590 0.5 -1.7 0.7 0.00
C 1.4005 -2.1497 0.9157 2.6 4.7 -1.0 0.05
C 0.4329 -2.7885 -0.0164 -1.5 -2.9 1.0 -0.24
C 0.1456 -2.1341 -1.3134 0.8 1.5 0.0 0.82
O 0.3368 -0.8465 -1.3185 0.2 1.6 -0.2 0.22
N 0.7421 0.4737 0.9355 -0.1 0.3 0.4 0.04
H -0.1439 -1.2776 1.8275 -0.2 1.4 0.5 0.02
H 1.3730 -0.5847 2.6212 -0.5 -0.7 -0.8 -0.01
H 2.2765 -1.7346 0.3084 -0.8 -0.8 0.5 -0.01
H 1.8708 -2.7258 1.6960 -0.4 -0.7 0.2 0.01
H 0.8844 -3.7895 -0.1731 -0.6 0.0 -0.1 0.01
H -0.5208 -2.9744 0.6158 0.8 0.1 -0.7 0.09
H -0.5264 -2.4045 -2.1181 -0.3 -1.4 0.2 0.02
H -0.1061 0.9427 1.2924 0.4 -0.4 -1.0 -0.01
H 0.8560 0.2804 -0.0882 -1.5 -0.9 -0.6 -0.01
H 1.4877 1.1926 0.9842 0.0 -1.0 0.9 0.00
H 3.3238 1.1268 -1.1033 -2.0 0.7 0.2 0.00
H 1.8425 1.9142 -1.2527 0.8 -0.7 -0.6 0.00
O 2.4033 1.2757 -0.7436 2.1 0.3 0.0 0.00
H -1.5952 1.8288 2.8391 -0.1 0.0 -0.1 0.00
H -1.6393 0.8777 4.0386 0.0 -0.1 -0.1 0.00
O -1.3536 0.9398 3.1198 0.0 0.1 0.3 -0.01
H -1.9496 0.1161 -2.5569 0.7 -0.3 -0.2 0.00
H -2.3945 1.2395 -1.7571 0.4 0.5 -0.1 0.00
O -1.7659 1.0592 -2.4737 -1.2 -0.3 0.3 0.00
H 0.0547 3.9293 1.3317 -0.1 -2.8 2.1 0.00
H 0.1358 3.0187 2.7574 0.2 0.7 -0.3 0.00
O -0.0059 2.9983 1.8017 -0.1 2.4 -1.7 0.00
H 0.2253 1.5012 -2.7703 -0.5 -0.6 -0.3 0.00
H 0.9651 2.8561 -3.1761 -0.3 -0.4 -0.2 0.00
O 0.6943 2.2718 -2.4644 0.7 1.3 0.6 0.00
H -3.1520 -2.4936 -1.0292 0.1 -0.2 -0.3 0.00
H -3.8374 -1.9897 0.2272 -0.3 0.0 0.1 0.00
O -2.9756 -2.1221 -0.1669 0.1 0.2 0.3 0.02
```
Forces are in eV/Å.

A 8-piece molecular cluster, C4H23NO9 overall at a distorted geometry. Source: the OMol25 dataset; level of theory: the ωB97M-V functional and the def2-TZVPD basis.

Output
Kohn-Sham gap: 9.953 eV
Structure (SMILES): CCCNC(=O)O.O.O.O.O.O.O.O
LUMO level: 0.031 eV

```
37
Properties=species:S:1:pos:R:3:forces:R:3:nbo_charge:R:1
C 0.4439 0.4653 0.6684 -1.3 2.2 5.2 -0.25
N -1.0093 -0.0279 0.7275 3.2 -0.5 -1.9 -0.68
C -1.2837 -1.0808 -0.1684 1.3 0.7 0.0 0.90
O -0.1313 -1.7225 -0.7949 -0.5 0.7 2.4 -0.75
O -2.3489 -1.4627 -0.5760 -0.3 0.3 0.3 -0.63
C 0.4309 1.9218 1.5819 -0.6 -2.6 -1.4 -0.40
C -0.4341 3.0079 0.9698 -0.3 -0.3 -0.3 -0.63
H 1.1008 -0.0006 1.4361 -0.6 -0.9 -0.8 0.22
H 0.9549 0.4229 -0.2531 -0.1 0.5 -1.4 0.20
H -1.6252 0.7149 1.1381 0.1 -1.9 -1.0 0.45
H 0.5848 -1.9774 -0.1359 -1.3 0.6 -0.9 0.51
H 1.4558 2.1782 1.6774 1.0 0.5 -0.3 0.21
H 0.1920 1.5604 2.6175 -0.4 0.5 -0.9 0.21
H -1.4962 2.8129 1.0417 -0.4 -0.3 0.3 0.20
H -0.3255 3.9967 1.3882 0.4 0.3 0.3 0.22
H -0.3037 3.0777 -0.1122 0.4 0.1 0.1 0.22
H 2.4912 0.9018 -3.1482 -0.2 -1.0 -2.6 0.48
H 2.0580 1.9347 -2.2262 1.1 -1.7 0.5 0.49
O 2.6008 1.0819 -2.2528 -1.0 2.9 2.1 -0.96
H 2.5622 -1.8853 0.4029 -0.1 0.2 -0.7 0.50
H 3.4511 -2.5881 1.3319 -1.5 -0.4 0.0 0.49
O 2.4838 -2.5547 1.0923 1.6 -0.4 0.8 -0.97
H 0.4396 -1.4122 3.3608 -1.0 -0.1 -0.3 0.47
H 1.6651 -2.1171 2.5010 -1.1 1.8 2.3 0.50
O 1.3724 -1.5454 3.3469 2.0 -1.4 -1.8 -1.01
H -3.3564 2.7574 -1.2388 0.1 0.3 0.7 0.47
H -2.6345 3.2848 -2.3723 0.5 0.7 0.9 0.47
O -2.6742 3.4316 -1.3947 -0.6 -1.0 -1.7 -0.93
H 3.0464 -0.3741 -1.1629 -0.4 3.0 0.1 0.50
H 3.0829 -1.5393 -1.9379 0.0 -1.0 -0.4 0.48
O 3.2176 -1.2711 -1.0321 0.5 -1.8 0.0 -0.95
H -0.5474 0.1307 -2.4169 -0.6 -0.6 2.4 0.47
H -0.2320 -0.5486 -3.7012 0.0 -0.6 -0.2 0.47
O -0.3127 0.3035 -3.2893 0.7 1.2 -2.3 -0.94
H -3.3155 -0.7842 0.8430 0.6 0.9 1.7 0.48
H -3.9951 -1.4078 1.9242 1.3 1.9 1.0 0.47
O -3.3488 -0.6141 1.8555 -2.4 -2.9 -2.4 -0.97
```
Forces are in eV/Å.

C4H24BO20 as an isolated structure at a distorted geometry. Source: the OMol25 dataset; level of theory: the ωB97M-V functional and the def2-TZVPD basis.

Output
Kohn-Sham gap: 10.032 eV
LUMO level: 1.632 eV
Charge: -1

```
49
Properties=species:S:1:pos:R:3:forces:R:3:nbo_charge:R:1
O 2.9202 1.6214 0.5036 -1.6 -0.4 0.2 -0.58
C 1.7576 1.2606 0.5300 3.7 -0.5 -1.8 0.67
O 1.2856 0.2557 -0.1876 -1.6 0.5 0.1 -0.63
B -0.2034 0.2235 0.1635 2.4 -1.0 -1.0 1.19
O -0.3387 1.1809 1.1849 -6.7 -2.8 0.3 -0.59
C 0.6585 1.8279 1.3066 5.6 8.0 4.2 0.71
O 0.8107 2.8712 1.9994 -0.5 -3.0 -1.6 -0.65
O -0.4630 -1.1406 0.5818 1.9 1.6 1.7 -0.63
C -1.4151 -1.5741 -0.1049 -3.6 -5.4 -0.6 0.69
O -1.7966 -2.7716 -0.0110 0.6 3.9 -0.7 -0.62
C -1.8751 -0.4508 -1.0780 -1.2 -5.2 -1.1 0.71
O -1.1072 0.5161 -0.9655 2.3 2.9 1.3 -0.62
O -2.5623 -0.7449 -2.0144 -1.2 0.4 -0.3 -0.58
O -1.4592 -3.1819 2.7676 1.2 0.1 2.2 -0.93
H -1.4149 -2.6160 2.0380 -0.9 0.9 -2.7 0.47
H -0.6701 -2.7541 3.1540 -0.3 -1.0 0.9 0.47
O -1.1204 0.4644 -4.0558 1.4 0.9 -2.0 -0.95
H -0.2570 0.1389 -4.3950 -1.1 0.1 0.8 0.48
H -1.3973 0.0158 -3.2811 -0.1 -1.1 0.8 0.47
O -1.5572 -5.4926 1.2159 4.6 0.5 3.6 -0.97
H -1.7734 -4.7443 1.7815 -0.1 0.1 -0.1 0.50
H -2.1898 -5.6698 0.6342 -4.4 -0.9 -3.7 0.46
O 0.8174 5.3393 1.0453 -0.5 11.6 -3.7 -0.91
H 0.8511 4.5616 1.3007 0.5 -11.6 4.6 0.45
H 0.8177 5.2280 0.1050 0.0 0.4 -0.9 0.45
O -1.4642 2.8278 -2.4077 0.9 3.3 -2.3 -0.95
H -1.0675 2.0052 -2.4132 0.7 -2.5 0.1 0.48
H -2.0875 2.9493 -1.7494 -1.7 -0.2 2.0 0.46
O -0.3958 -5.4394 -1.7128 -5.2 8.5 2.4 -0.98
H -0.0093 -6.1121 -2.0435 4.6 -7.3 -2.2 0.46
H -0.3728 -5.1128 -0.8051 0.6 -1.2 -0.1 0.52
O 3.3833 2.8764 3.5654 3.4 -5.3 4.9 -0.92
H 3.5670 3.4360 4.3004 0.4 0.4 1.0 0.45
H 2.9970 3.4077 3.0194 -3.8 4.8 -5.8 0.47
O 5.1440 3.3444 0.8486 0.9 0.9 0.0 -0.94
H 4.5288 2.6475 0.7475 -1.9 -0.8 -0.5 0.48
H 5.8072 2.8153 1.2707 1.2 0.1 0.6 0.45
O 4.2921 -0.1964 -1.7063 1.2 -0.9 -0.8 -0.95
H 4.3342 -0.7899 -0.9552 -0.3 0.2 0.2 0.47
H 3.6369 0.4558 -1.5374 -0.8 0.7 0.6 0.48
O -3.5330 -4.0150 -1.8579 -1.8 -1.4 0.1 -0.97
H -3.2999 -3.5584 -2.6469 0.7 0.6 -0.4 0.47
H -2.9288 -3.8520 -1.1504 0.9 0.7 0.2 0.49
O 0.2612 2.7579 4.8336 -1.2 0.0 3.0 -0.93
H 0.6796 2.7204 4.0276 1.1 0.1 -3.6 0.48
H 0.9976 2.5044 5.3875 0.0 -0.1 0.7 0.45
O -4.3104 0.3461 -3.9455 0.6 -2.3 1.6 -0.98
H -3.5344 0.0680 -3.2892 -2.7 0.6 -2.1 0.50
H -4.9433 -0.4506 -3.9985 1.8 1.8 0.4 0.46
```
Forces are in eV/Å.

A 8-piece molecular cluster, C4H24N2O9 overall at a distorted geometry. Source: the OMol25 dataset; level of theory: the ωB97M-V functional and the def2-TZVPD basis.

Output
Kohn-Sham gap: 8.982 eV
Structure (SMILES): CNC(=O)CNCO.O.O.O.O.O.O.O
LUMO level: 0.243 eV

```
39
Properties=species:S:1:pos:R:3:forces:R:3:nbo_charge:R:1
O 1.8089 1.1195 0.3775 -1.2 -0.4 -0.4 -0.66
C 1.2772 0.4086 1.2211 1.7 -0.4 1.9 0.69
N 2.0684 -0.1341 2.1965 0.2 -0.1 0.6 -0.62
C 1.5989 -0.8161 3.3735 -0.8 -1.3 0.4 -0.43
C -0.1820 -0.0171 1.3523 -0.5 1.6 -1.0 -0.37
N -1.0423 1.0454 0.7603 0.4 -2.3 0.2 -0.66
C -1.3638 0.9766 -0.6363 -0.8 0.9 0.9 0.10
O -0.7447 1.9338 -1.4489 0.3 0.6 -1.2 -0.77
H 3.0705 -0.0426 2.1660 -0.1 0.5 -0.5 0.40
H 1.2780 -1.8397 3.1245 -0.4 0.3 0.0 0.20
H 2.3498 -1.0178 4.1293 0.7 0.5 -0.2 0.21
H 0.8041 -0.2922 3.9154 0.0 0.0 -0.3 0.20
H -0.6531 -0.1005 2.3202 1.0 -0.2 0.8 0.22
H -0.1652 -1.0232 0.9086 -0.7 0.6 -0.2 0.27
H -0.7449 1.9009 1.2013 -0.2 0.5 -0.7 0.38
H -1.2148 -0.0382 -1.0020 0.2 0.0 0.1 0.18
H -2.4364 1.2122 -0.7169 0.1 -0.1 -0.3 0.14
H 0.0569 2.3767 -1.1274 -0.2 -0.7 0.5 0.50
H 1.5194 -1.4240 -1.1406 -0.3 0.6 0.4 0.50
H 0.3652 -2.1590 -1.5950 -0.3 0.3 0.5 0.46
O 0.5764 -1.5173 -0.8923 1.0 -1.4 -1.2 -0.96
H -2.1935 -0.8526 -4.1412 -0.2 0.1 -0.1 0.48
H -1.5424 -2.2348 -4.3589 -0.2 0.1 -0.1 0.48
O -1.4348 -1.3887 -3.9110 0.5 -0.2 0.2 -0.96
H 1.2189 4.0160 2.4431 0.9 -0.3 -0.5 0.47
H 2.4159 3.4004 1.5711 0.2 0.5 -0.5 0.49
O 1.7375 3.2245 2.2117 -1.2 -0.1 1.2 -0.96
H 1.4757 0.5852 -3.1144 -0.2 0.0 -0.1 0.47
H 1.2795 0.5581 -1.5860 0.5 0.1 -0.5 0.50
O 1.9230 0.3587 -2.2964 0.0 0.1 0.2 -0.97
H -1.8760 -2.7769 0.9200 0.0 0.6 0.2 0.46
H -1.9799 -4.0953 0.2808 0.3 -0.1 0.2 0.48
O -1.6100 -3.6796 1.0757 -0.3 -0.4 -0.4 -0.94
H -1.2034 -2.8156 -2.2478 -0.1 -0.6 -0.2 0.49
H -1.0016 -4.4067 -2.2275 0.7 -0.1 -0.2 0.48
O -1.5981 -3.6849 -2.0696 -0.9 0.5 0.3 -0.97
H -1.6014 3.7318 -0.5530 0.0 -0.3 -0.3 0.48
H -1.0415 4.9186 0.2075 -0.1 0.0 -0.4 0.46
O -1.1946 4.5901 -0.6915 0.1 0.5 0.7 -0.94
```
Forces are in eV/Å.